No. 1
{
  "formula": "C7H16N",
  "method": "ωB97M-V with the def2-TZVPD basis set",
  "orbital_gap_ev": 10.72,
  "homo_ha": -0.509,
  "e_above_lowest_kcal_mol": 67.2,
  "total_charge": 1,
  "smiles": "CC[C@]1(C)[NH2+]C1(C)C",
  "e_lumo_ha": -0.11488,
  "species": ["C", "C", "C", "C", "C", "C", "C", "N", "H", "H", "H", "H", "H", "H", "H", "H", "H", "H", "H", "H", "H", "H", "H", "H"],
  "xyz": [[-0.2923, -1.1124, 0.7794], [0.2847, 0.3574, -0.0109], [0.3600, -1.4646, 2.0284], [-1.7961, -1.4046, 0.4765], [1.5515, 0.9890, 0.4748], [0.0752, 1.8361, -2.1474], [-0.6238, 1.3132, -0.7593], [0.4375, -1.0215, -0.5451], [1.4141, -1.9062, 1.9517], [-0.0890, -2.2937, 2.4905], [0.3514, -0.6521, 2.8579], [-1.9896, -2.4074, 0.6917], [-1.9648, -1.3983, -0.6019], [-2.4677, -0.7963, 0.9009], [1.9067, 1.7977, -0.2568], [2.2869, 0.1115, 0.6774], [1.2793, 1.5586, 1.4694], [-0.8702, 2.2397, -2.6693], [0.5567, 1.0186, -2.6013], [0.7601, 2.7553, -2.1787], [-1.6150, 1.0331, -0.9909], [-0.6682, 2.2402, -0.1360], [1.3741, -1.5156, -0.5223], [-0.2614, -1.2777, -1.3788]],
  "forces_ev_per_angstrom": [[-1.42, 4.58, -3.21], [-1.59, -1.94, 1.02], [2.74, 0.17, 2.00], [3.90, -1.22, -2.03], [0.44, 0.17, 1.59], [-2.66, 2.27, 1.08], [2.83, 2.22, -0.41], [-0.65, -2.07, -1.37], [-1.06, 1.18, -0.24], [-1.24, -1.14, 0.52], [0.13, -1.06, -1.74], [-0.42, -1.69, 0.93], [-0.04, 0.45, -0.06], [-2.28, 2.33, 1.88], [-0.19, -1.52, 0.99], [-0.71, 2.11, -0.18], [0.83, -1.23, -1.77], [1.72, -1.00, 0.01], [0.37, -0.88, -1.15], [-0.78, -1.52, 0.86], [-0.93, -0.78, -0.04], [-0.25, -0.87, -0.17], [-1.22, 0.95, -0.63], [2.49, 0.48, 2.10]],
  "mulliken_charge": [1.054, 0.672, -1.483, -1.621, -1.247, -1.052, -0.837, -0.288, 0.310, 0.468, 0.267, 0.469, 0.368, 0.374, 0.361, 0.298, 0.295, 0.315, 0.366, 0.341, 0.425, 0.347, 0.384, 0.411]
}

No. 2
{
  "formula": "C8H14AlClF4N2O2",
  "method": "ωB97M-V with the def2-TZVPD basis set",
  "orbital_gap_ev": 9.68,
  "homo_ha": -0.381,
  "total_charge": 0,
  "e_lumo_ha": -0.02578,
  "species": ["C", "C", "Cl", "C", "C", "C", "N", "C", "C", "O", "C", "N", "O", "H", "H", "H", "H", "H", "H", "H", "H", "H", "H", "H", "H", "H", "H", "F", "Al", "F", "F", "F"],
  "xyz": [[-3.3338, 0.4330, 2.3578], [-3.8027, 0.6441, 0.9238], [-4.8587, -0.7206, 0.4258], [-2.6836, 0.8144, -0.1308], [-1.3658, 0.2849, 0.2780], [-0.2375, 0.9484, 0.6790], [0.7438, 0.0203, 0.9184], [2.1099, 0.3816, 1.3040], [3.0844, -0.5945, 0.6747], [2.7636, -0.6647, -0.6908], [0.2530, -1.1902, 0.6840], [-1.0109, -1.0357, 0.2979], [-1.7938, -2.0828, -0.0896], [-3.3245, -0.6244, 2.6014], [-4.0623, 0.8806, 3.0264], [-2.3841, 0.9121, 2.5622], [-4.4265, 1.5257, 0.8827], [-2.5578, 1.8626, -0.3770], [-2.9870, 0.3287, -1.0532], [-0.0970, 2.0068, 0.7624], [2.2936, 1.3518, 0.8566], [2.2254, 0.4865, 2.3794], [4.0979, -0.2351, 0.8319], [2.9996, -1.5948, 1.0940], [3.3313, -0.0653, -1.1885], [0.7967, -2.1093, 0.7544], [-2.5794, -2.0843, 0.4804], [2.0177, -0.4362, -3.3476], [3.3675, 0.0216, -4.2737], [2.8914, 1.1522, -5.4284], [4.0440, -1.3334, -5.0087], [4.4858, 0.7164, -3.1869]],
  "forces_ev_per_angstrom": [[-0.67, 0.16, 0.05], [0.38, 0.16, -0.16], [-0.10, -0.15, 0.11], [-0.20, -0.31, 0.03], [0.76, 0.64, -0.01], [-0.69, -0.49, -0.29], [-0.43, 0.34, 0.30], [0.44, -0.03, -0.08], [-0.05, 0.26, -0.61], [0.18, -0.30, 0.32], [0.22, 0.29, -0.01], [-0.11, -0.42, 0.30], [0.22, -0.05, -0.22], [0.40, -0.14, 0.06], [-0.11, -0.01, 0.15], [0.23, -0.04, -0.04], [-0.23, 0.07, -0.12], [0.06, 0.22, 0.12], [-0.06, -0.03, -0.16], [0.23, 0.13, 0.07], [-0.04, 0.19, -0.06], [-0.26, -0.20, 0.18], [0.15, -0.04, 0.24], [0.04, -0.12, 0.20], [0.03, -0.03, -0.60], [-0.07, -0.24, -0.11], [-0.11, 0.11, 0.06], [0.00, 0.10, 0.07], [-0.03, -0.05, -0.25], [0.02, 0.04, 0.09], [0.01, 0.02, 0.08], [-0.21, -0.09, 0.31]],
  "mulliken_charge": [-1.181, 0.215, -0.157, -1.232, -0.028, -0.381, 0.281, -0.345, -0.775, -0.348, -0.177, 0.465, -0.379, 0.295, 0.381, 0.294, 0.409, 0.382, 0.402, 0.486, 0.364, 0.288, 0.413, 0.303, 0.261, 0.389, 0.371, -0.369, 0.583, -0.389, -0.387, -0.434]
}

No. 3
{
  "formula": "C21H54BF4O19P4",
  "method": "ωB97M-V with the def2-TZVPD basis set",
  "orbital_gap_ev": 9.71,
  "homo_ha": -0.273,
  "e_above_lowest_kcal_mol": 0.0,
  "total_charge": -1,
  "e_lumo_ha": 0.08449,
  "species": ["B", "F", "F", "F", "F", "C", "C", "O", "C", "H", "H", "H", "H", "H", "H", "C", "C", "O", "C", "H", "H", "H", "H", "H", "H", "C", "C", "O", "C", "H", "H", "H", "H", "H", "H", "C", "O", "P", "O", "O", "C", "O", "C", "H", "H", "H", "H", "H", "H", "H", "H", "H", "C", "O", "P", "O", "O", "C", "O", "C", "H", "H", "H", "H", "H", "H", "H", "H", "H", "C", "O", "P", "O", "O", "C", "O", "C", "H", "H", "H", "H", "H", "H", "H", "H", "H", "C", "O", "P", "O", "O", "C", "O", "C", "H", "H", "H", "H", "H", "H", "H", "H", "H"],
  "xyz": [[-1.1788, -0.0934, -0.6647], [-1.2641, 0.1394, -1.9855], [0.1129, -0.4356, -0.3743], [-1.4764, 1.0745, 0.0824], [-2.1169, -1.0539, -0.2653], [-5.0962, -1.8564, 0.3523], [-5.4105, -3.3203, 0.2879], [-6.4347, -3.8026, 0.8310], [-4.5242, -4.3252, -0.2487], [-4.2787, -1.8007, 1.0623], [-5.8192, -1.2988, 0.4307], [-4.6798, -1.5240, -0.5881], [-3.4788, -3.9552, -0.1763], [-4.6867, -4.4093, -1.3178], [-4.7195, -5.2781, 0.2384], [-3.4660, -2.5444, -3.5905], [-2.5576, -3.7532, -3.7872], [-2.7926, -4.6130, -4.6183], [-1.2816, -3.7442, -2.9846], [-3.3372, -1.5925, -4.0317], [-3.3096, -2.3446, -2.4963], [-4.4199, -2.5630, -3.8909], [-0.4891, -4.5022, -3.3427], [-1.4506, -4.0734, -1.9464], [-1.0825, -2.7900, -2.8283], [2.0589, 2.4348, -5.6260], [2.6575, 1.4556, -4.5431], [3.6655, 1.7410, -3.9161], [1.9820, 0.1050, -4.4116], [1.5036, 1.8381, -6.4341], [2.9969, 2.7307, -6.2301], [1.5241, 3.2482, -5.1323], [0.9023, 0.1713, -3.7459], [2.6932, -0.4853, -3.8450], [1.6676, -0.3410, -5.3788], [3.4039, -2.9848, 6.0085], [2.1239, -2.5679, 5.6027], [1.9877, -1.4010, 4.4383], [2.7538, -1.7982, 3.2682], [0.3818, -1.1924, 3.9659], [0.1654, -0.4485, 2.7965], [2.6167, -0.0094, 4.9709], [2.9112, 1.0652, 4.1059], [3.8713, -2.0457, 6.2965], [4.1785, -3.3819, 5.2155], [3.4783, -3.5543, 6.8908], [-0.6171, -0.6691, 2.1431], [0.9344, -0.5037, 2.0736], [0.2032, 0.6963, 2.9079], [3.3026, 0.4453, 3.1900], [3.7412, 1.6880, 4.3275], [2.1015, 1.6213, 3.8361], [-2.6815, 4.0505, -2.9614], [-1.8438, 5.0134, -2.4707], [-0.5047, 5.1637, -3.2439], [-0.5071, 4.5776, -4.6335], [-0.2630, 6.7552, -3.4572], [-0.6984, 7.4917, -4.6939], [0.5707, 4.5071, -2.3138], [0.5486, 3.1676, -2.1289], [-3.7176, 3.8078, -2.4093], [-2.2086, 3.0132, -3.0012], [-3.0273, 4.3246, -3.8357], [-1.8066, 7.5164, -4.7092], [-0.3509, 6.8296, -5.4610], [-0.4274, 8.4038, -4.7591], [-0.3285, 3.0832, -1.5681], [1.2926, 2.9863, -1.4799], [0.3892, 2.6979, -3.1013], [0.8402, -7.2847, -1.1173], [1.2941, -7.1079, 0.2397], [1.7724, -5.7456, 0.7607], [2.7110, -5.1169, -0.1670], [0.5711, -4.7642, 1.1656], [0.3345, -3.4793, 0.5316], [2.5347, -6.1215, 2.0420], [3.5603, -5.2351, 2.5826], [-0.0716, -6.6737, -1.5093], [0.3867, -8.1531, -0.9990], [1.6446, -7.1503, -1.9528], [0.2353, -3.4328, -0.4943], [1.1542, -2.7463, 0.5425], [-0.5699, -2.9439, 0.9161], [4.2869, -5.5597, 3.2189], [2.9027, -4.4497, 2.9539], [4.0690, -4.6927, 1.9742], [0.3463, 3.2105, 1.6254], [1.0071, 3.3507, 2.7598], [0.6074, 4.4065, 3.8015], [0.9880, 5.7380, 3.2478], [-1.0327, 4.3532, 4.0135], [-1.8769, 5.3329, 3.3660], [1.3037, 4.3304, 5.2595], [2.6532, 4.3225, 5.3548], [0.8102, 2.4027, 1.1919], [0.6028, 3.9547, 1.0490], [-0.6850, 2.8817, 1.6639], [-1.4207, 6.2444, 3.6681], [-2.7730, 5.1446, 3.5341], [-1.8815, 5.1114, 2.1887], [3.0547, 3.9211, 6.3234], [3.0882, 5.3655, 5.2457], [3.1645, 3.7997, 4.3247]],
  "forces_ev_per_angstrom": [[-0.56, 0.70, 1.50], [-0.47, 0.43, -2.35], [1.34, -0.89, 0.59], [-0.13, 0.58, 0.11], [-0.10, -0.83, 0.06], [7.53, -6.13, -2.23], [-3.90, -0.88, 2.40], [1.32, 1.71, -0.89], [2.37, 0.09, -0.94], [-0.04, 0.60, 0.31], [-7.80, 5.48, 2.05], [0.75, -0.19, -0.41], [-0.30, -0.58, 0.15], [-0.17, -0.15, -0.35], [0.25, 0.11, -0.09], [3.21, -0.23, 3.30], [0.01, -0.01, -2.00], [-0.11, 0.23, 0.63], [-0.71, -5.49, 0.06], [2.08, 1.04, -0.82], [-0.85, 0.20, -0.71], [-4.01, -1.72, -0.54], [-1.15, 1.78, 0.07], [-0.50, -0.15, -0.18], [2.05, 4.46, 0.27], [2.09, -1.86, -1.30], [-0.21, 0.62, -0.92], [-1.17, -0.23, -0.52], [-2.64, 0.31, 1.70], [0.06, 1.00, 1.60], [-1.40, 0.33, 1.20], [-0.05, 0.03, -0.56], [3.07, 0.04, -1.73], [-0.26, -0.55, 0.00], [0.45, 0.32, 0.57], [3.40, 2.13, -1.92], [-2.36, 1.39, -1.17], [-0.28, -0.17, -1.62], [0.69, -0.56, -0.86], [1.83, -0.93, 2.69], [1.88, 3.64, -0.59], [-1.36, -1.04, 2.73], [2.59, -3.98, -3.47], [0.63, 0.09, 0.26], [-2.24, 0.36, 0.97], [-1.03, -1.17, 0.80], [-2.20, -1.02, 0.13], [1.59, -0.84, -0.48], [-0.68, -1.51, 0.75], [-0.77, 1.76, 0.82], [0.65, 0.18, 1.39], [-2.32, 1.34, -0.46], [-2.22, -5.34, 3.78], [-0.12, 1.32, 1.91], [1.33, 1.03, -4.95], [-0.27, 0.06, 1.85], [0.11, 0.27, 1.29], [-3.16, -8.21, 1.46], [0.98, 5.94, -1.03], [-3.11, -0.98, -1.55], [2.53, 1.21, -0.05], [-0.43, 1.40, -0.13], [-1.32, 1.11, -4.86], [0.48, -0.29, 0.05], [0.08, 0.16, -0.85], [2.86, 6.12, 0.33], [-1.66, -1.60, 1.06], [3.13, -1.59, 1.44], [0.80, -0.78, 0.36], [0.72, 4.34, -2.13], [-1.42, -0.88, -0.39], [1.75, 3.48, -1.32], [0.02, 0.75, -1.11], [-0.23, -0.25, -0.31], [0.14, 1.78, 1.50], [1.28, -1.67, 1.96], [-6.34, 0.12, 1.81], [1.65, 0.02, 1.33], [-1.32, -4.60, -0.49], [-1.15, -0.58, 2.01], [-0.66, -1.35, -2.49], [0.29, -0.56, 1.25], [0.75, -1.04, 0.25], [0.97, -2.22, 2.23], [0.55, 0.17, 1.31], [2.98, 2.66, -5.42], [-2.68, -3.75, -1.12], [2.22, -1.50, 5.86], [-1.71, 6.00, -0.07], [-0.33, -0.68, 0.34], [2.03, -1.69, 0.61], [8.53, -0.20, -4.69], [-3.50, -1.97, -0.73], [5.03, 0.38, -2.78], [0.88, -2.26, -1.47], [0.27, 4.48, -3.37], [-0.42, 0.62, 0.32], [-0.48, 1.23, -0.40], [-7.94, -1.42, 2.77], [0.67, 1.00, 2.25], [-0.74, -0.13, -1.09], [-0.75, -0.89, 0.29], [-1.17, 0.97, 3.16]],
  "mulliken_charge": [0.492, -0.463, -0.417, -0.323, -0.190, -1.032, 0.622, -0.648, -0.429, 0.158, 0.685, 0.231, -0.074, 0.163, 0.389, -0.950, 0.595, -0.612, -0.490, 0.391, -0.046, 0.483, 0.351, -0.023, 0.274, -0.697, 0.814, -0.592, -0.857, 0.269, 0.322, 0.042, 0.068, 0.327, 0.367, -0.683, -0.346, 0.961, -0.599, -0.475, -0.979, -0.430, -0.148, 0.286, 0.203, 0.355, 0.479, 0.446, 0.299, 0.352, 0.411, -0.135, -0.584, -0.216, 1.123, -0.708, -0.458, -0.655, -0.431, -1.317, 0.205, 0.206, 0.396, 0.246, 0.308, 0.310, 0.482, 0.613, 0.423, -0.592, -0.393, 0.889, -0.695, -0.189, -0.675, -0.442, -1.128, 0.145, 0.390, 0.246, 0.295, 0.378, 0.305, 0.459, 0.350, 0.576, -2.237, -0.144, 1.147, -0.781, -0.426, -0.597, -0.313, -0.438, 0.661, 1.090, 0.600, 0.322, 0.370, 0.121, 0.249, 0.258, 0.055]
}